{
  "formula": "C4H10O2",
  "method": "ωB97M-V/def2-TZVPD",
  "e_homo_ev": -9.0,
  "smiles": "CO[C@@H](C)CO",
  "e_lumo_ev": 0.838,
  "multiplicity": 1,
  "symbols": ["C", "O", "C", "C", "C", "O", "H", "H", "H", "H", "H", "H", "H", "H", "H", "H"],
  "xyz": [[-1.70680, -0.32686, -0.50710], [-0.80545, 0.76648, -0.78998], [0.46285, 0.25008, -0.52379], [1.51926, 1.38230, -0.57496], [0.34352, -0.43141, 0.89894], [-0.39263, -1.89944, 1.16907], [-2.66589, 0.13697, -0.27313], [-1.76819, -0.94136, -1.41006], [-1.35539, -1.15367, 0.31990], [0.74817, -0.48781, -1.29096], [1.55826, 1.82315, -1.58355], [2.52512, 1.00212, -0.35756], [1.28236, 2.19491, 0.12138], [1.30318, -0.72784, 1.26795], [-0.17723, 0.32365, 1.50476], [-0.87112, -1.91128, 2.02910]],
  "forces_ev_per_angstrom": [[-0.696, -0.867, 0.127], [-0.107, -0.583, 0.414], [0.077, -0.769, 0.507], [-0.187, -0.295, 0.242], [0.150, -1.136, 0.899], [1.668, 1.427, 0.191], [-0.066, -0.229, -0.143], [-0.370, 0.095, -0.253], [-1.496, 2.643, -2.326], [-0.097, -0.146, 0.152], [-0.236, -0.308, 0.303], [-0.248, 0.010, 0.044], [-0.012, -0.228, -0.021], [0.601, 0.338, 0.364], [0.240, -0.521, 0.125], [0.778, 0.569, -0.626]],
  "mulliken_charge": [-0.810, -0.399, 0.550, -1.398, -0.685, -0.653, 0.255, 0.306, 0.426, 0.244, 0.335, 0.391, 0.342, 0.386, 0.383, 0.327]
}


{
  "formula": "C4H10O2",
  "method": "ωB97M-V/def2-TZVPD",
  "e_homo_ev": -9.4,
  "smiles": "CC(C)(O)CO",
  "e_lumo_ev": 0.604,
  "multiplicity": 1,
  "symbols": ["C", "C", "C", "O", "C", "O", "H", "H", "H", "H", "H", "H", "H", "H", "H", "H"],
  "xyz": [[0.07349, 1.65968, 0.18186], [0.32194, 0.13488, -0.09795], [0.15891, -0.11959, -1.61163], [1.48970, -0.45119, 0.39348], [-0.72946, -0.50986, 0.78335], [-0.23656, -2.01874, 0.93303], [0.26923, 1.93225, 1.22705], [0.75536, 2.21079, -0.45944], [-0.95446, 2.01065, -0.05709], [-0.78120, 0.29667, -1.99583], [0.98926, 0.35179, -2.15398], [0.18675, -1.18966, -1.84571], [0.97782, -1.46270, 0.69286], [-0.63400, -0.08732, 1.78472], [-1.74504, -0.40330, 0.37438], [-0.14175, -2.35435, 1.85090]],
  "forces_ev_per_angstrom": [[0.584, -0.192, -0.125], [-0.855, 0.271, 0.187], [-0.058, -0.065, 0.124], [-0.448, -1.476, 0.415], [-0.042, -1.745, 0.532], [-1.311, 1.143, 0.001], [0.113, -0.199, -0.233], [0.087, 0.288, 0.027], [0.516, -0.572, -0.007], [0.133, -0.053, 0.080], [-0.171, -0.061, 0.235], [-0.018, 0.136, 0.149], [1.988, 2.620, -0.957], [-0.212, -0.121, -0.127], [0.243, -0.793, 0.327], [-0.551, 0.819, -0.627]],
  "mulliken_charge": [-1.516, 1.464, -1.453, -0.763, -0.747, -0.625, 0.388, 0.397, 0.340, 0.315, 0.375, 0.322, 0.447, 0.373, 0.338, 0.344]
}


{
  "formula": "C4H10O2",
  "method": "ωB97M-V/def2-TZVPD",
  "e_homo_ev": -9.8,
  "e_lumo_ev": 0.813,
  "multiplicity": 1,
  "symbols": ["C", "C", "C", "O", "C", "O", "H", "H", "H", "H", "H", "H", "H", "H", "H", "H"],
  "xyz": [[0.80377, 1.82026, 1.23237], [0.17965, 0.44104, 0.96153], [-0.07415, -0.01192, -0.52591], [1.01266, 0.28258, -1.33683], [-0.28088, -1.50870, -0.59683], [-0.27864, -1.83444, -1.98419], [0.82414, 2.04668, 2.31097], [1.83790, 1.88242, 0.87637], [0.22155, 2.60246, 0.74291], [0.81402, -0.30287, 1.49199], [-0.79011, 0.37484, 1.45956], [-1.22201, 0.26322, -1.20639], [0.86325, -0.37590, -2.04879], [-1.24679, -1.71039, -0.13378], [0.50817, -2.10363, -0.12377], [-1.14797, -1.56678, -2.30885]],
  "forces_ev_per_angstrom": [[-0.128, -0.014, -0.251], [-0.489, -0.039, -0.322], [-1.524, 0.075, -0.328], [-0.168, 0.057, -0.310], [-0.219, -0.102, 0.276], [-0.410, -0.559, -0.011], [-0.113, -0.238, -0.352], [-0.255, -0.078, -0.081], [0.087, 0.063, -0.001], [-0.284, 0.097, -0.739], [-0.058, 0.098, 0.072], [2.869, 0.428, 2.383], [0.602, 0.514, -0.088], [-0.002, -0.446, 0.091], [-0.042, 0.235, -0.093], [0.135, -0.091, -0.246]],
  "mulliken_charge": [-1.206, -0.519, 0.347, -0.519, -0.720, -0.583, 0.364, 0.296, 0.320, 0.320, 0.332, 0.133, 0.389, 0.315, 0.391, 0.339]
}


{
  "formula": "C4H10O2",
  "method": "ωB97M-V/def2-TZVPD",
  "e_homo_ev": -7.1,
  "e_lumo_ev": 0.769,
  "multiplicity": 1,
  "symbols": ["C", "C", "C", "O", "C", "O", "H", "H", "H", "H", "H", "H", "H", "H", "H", "H"],
  "xyz": [[-0.65912, 1.14096, 1.29064], [-0.05789, 0.69779, -0.01790], [1.93006, -0.81345, 0.34758], [0.49766, -0.92577, 0.39280], [-1.12216, 0.28853, -1.00185], [-0.52272, -0.64035, -1.92716], [-1.53817, 0.57514, 1.65446], [0.09268, 1.14656, 2.08899], [-0.96771, 2.18761, 1.16195], [2.22934, -0.41368, -0.62213], [2.20986, -0.10257, 1.12270], [2.37085, -1.79490, 0.54681], [0.22101, -1.36706, -0.44263], [-2.03473, -0.18937, -0.58121], [-1.43295, 1.20874, -1.51848], [-1.21600, -0.99819, -2.49456]],
  "forces_ev_per_angstrom": [[0.023, 0.078, 0.059], [-0.293, -0.107, 0.089], [0.253, -0.049, 0.084], [-0.135, 0.072, -0.239], [-0.096, 0.215, 0.142], [-0.150, -0.086, -0.244], [0.127, 0.017, -0.142], [-0.110, 0.036, -0.141], [0.035, -0.134, -0.020], [0.017, -0.082, 0.142], [0.017, -0.099, -0.075], [-0.079, 0.105, -0.019], [0.042, 0.105, 0.120], [0.206, 0.024, 0.041], [0.021, -0.128, 0.118], [0.121, 0.032, 0.085]],
  "mulliken_charge": [-1.145, -0.176, -0.623, -0.265, -0.357, -0.539, 0.277, 0.285, 0.375, 0.320, 0.258, 0.274, 0.420, 0.304, 0.307, 0.286]
}


Energy relative to the best compared isomer or geometry (same formula, charge and spin) (kcal/mol)
79.1 44.9 41.4 103.5